9
Properties=species:S:1:pos:R:3:forces:R:3 method="wB97M-V/def2-TZVPD" de_lowest_ev=1.228 spin_multiplicity=3 homo_lumo_gap_ev="7.95 / 7.02"
C -0.692740 -0.785233 -0.160856 -0.4 0.1 -0.2
C 1.570002 1.373422 -0.418947 0.5 1.0 -1.9
C 2.566699 0.713780 0.241428 -1.8 -0.3 1.3
C 1.329829 0.424698 0.963913 1.0 0.4 -0.2
N 0.684378 1.639367 0.634632 -0.8 0.5 1.2
S 0.448822 -1.106697 0.955641 1.6 0.1 1.4
Br 4.142063 -0.129697 -0.092534 0.1 -0.2 -0.1
H -1.239423 -1.650886 -0.370292 -1.5 -0.7 -1.2
H -0.340599 1.796272 0.538754 1.2 -0.9 -0.3

10
Properties=species:S:1:pos:R:3:forces:R:3 method="wB97M-V/def2-TZVPD" de_lowest_ev=0.032 spin_multiplicity=1 homo_lumo_gap_ev=10.51
C 0.413957 1.923362 0.178093 1.1 -2.0 0.1
C -0.784680 1.772019 -0.394824 1.1 -2.8 1.2
C 0.727391 0.393023 0.230010 1.1 0.2 0.2
C -0.742443 0.165770 -0.325951 1.9 1.9 -0.5
Cl 1.489927 3.150857 0.704325 -0.7 -0.2 -0.4
Cl -1.908685 2.771797 -1.025112 -1.3 1.1 -0.6
Cl 0.963615 -0.276420 1.926498 -0.3 0.4 -0.5
Cl -0.928181 -0.640712 -1.866054 0.2 -0.1 -0.9
H 1.694361 -0.039454 -0.268406 -2.3 1.1 0.2
H -1.292137 -0.493284 0.301573 -0.9 0.5 1.1

20
Properties=species:S:1:pos:R:3:forces:R:3 method="wB97M-V/def2-TZVPD" de_lowest_ev=1.319 spin_multiplicity=1 homo_lumo_gap_ev=6.83 charge=-1
Ti 0.051860 -0.194970 0.120105 1.2 -2.1 0.3
Se 3.546160 0.699630 1.739305 -0.1 -0.2 0.0
Sb 2.266960 -1.325670 1.593505 0.7 -0.5 0.5
Se 1.501460 -1.639870 -0.943795 0.9 0.1 0.2
Se -0.281240 -1.152770 2.237505 0.6 0.1 0.8
Se 3.165760 -3.365770 2.455105 -0.2 0.1 -0.1
Cl -0.830340 4.269830 0.116505 -0.1 0.3 0.1
C 0.678560 3.475230 -0.401395 0.0 0.0 0.0
C 0.395160 2.004430 -0.243295 0.7 2.1 -0.3
O 0.000560 1.314430 -1.204795 -0.5 0.2 -1.1
O 0.547160 1.476630 0.881705 0.2 1.5 1.2
H 1.495060 3.787730 0.253205 -0.2 -0.1 -0.1
H 0.851860 3.731630 -1.444195 0.0 -0.1 0.1
F -2.674740 -0.590570 0.397605 0.0 -0.2 -0.3
C -1.691940 -0.943570 -0.520495 -2.5 0.2 -0.7
F -2.077440 -0.328070 -1.701595 -0.1 -0.3 0.1
C -1.754140 -2.433470 -0.766595 0.8 -1.3 0.1
F -1.150340 -2.702670 -1.934595 -0.4 -0.1 -0.3
F -1.065840 -3.106470 0.176105 -0.7 -0.2 -0.3
F -2.974540 -2.975670 -0.809895 -0.3 0.3 0.0

10
Properties=species:S:1:pos:R:3:forces:R:3 method="wB97M-V/def2-TZVPD" de_lowest_ev=2.209 spin_multiplicity=1 homo_lumo_gap_ev=9.33
C 0.987590 -0.480778 0.048447 -1.6 3.3 -0.5
C -0.413814 0.224472 -0.112721 -1.0 -1.8 -1.3
C -1.507452 -0.589035 -0.205117 1.5 -1.6 2.1
C -0.588960 1.615040 -0.168262 -1.3 7.7 4.6
H 3.225420 -0.501526 -0.166926 0.6 -1.1 0.1
H -1.142671 -1.680922 -0.005289 -1.5 1.7 -0.7
N -0.821506 2.714759 0.337272 1.5 -6.4 -3.8
O 1.100817 -1.593714 0.344710 -0.6 -4.5 0.7
S 2.392893 0.487835 -0.084437 0.2 2.9 -0.5
Cl -3.232319 -0.196132 0.012320 2.2 -0.3 -0.7

9
Properties=species:S:1:pos:R:3:forces:R:3 method="wB97M-V/def2-TZVPD" de_lowest_ev=0.637 spin_multiplicity=1 homo_lumo_gap_ev=6.39 charge=-1
C 0.531106 0.558155 -0.781310 -2.0 -1.8 0.6
C -1.228871 -1.087887 0.344111 1.0 0.9 -0.9
C 1.547865 1.337286 -0.626383 1.2 1.0 -0.1
C -0.188067 -0.176190 0.334987 0.7 0.6 0.5
O -1.947522 -1.653233 -0.452877 0.0 0.0 -0.2
O 2.474710 2.068369 -0.509304 -0.6 -0.5 0.0
Cl -1.557254 -1.549513 2.168469 -0.2 -0.2 0.5
H 0.165599 0.389220 -1.779279 0.1 0.2 -0.4
H 0.202433 0.113793 1.301585 -0.2 -0.2 0.0

9
Properties=species:S:1:pos:R:3:forces:R:3 method="wB97M-V/def2-TZVPD" de_lowest_ev=3.664 spin_multiplicity=1 homo_lumo_gap_ev=7.97 charge=-1
C 0.898331 0.646202 -0.525136 -0.5 -0.6 2.4
C 0.010984 0.799111 0.553015 -1.0 4.7 3.0
C 0.482243 -0.755383 -0.762345 0.7 0.1 -1.7
C -0.536596 -0.579055 0.376557 -1.3 -1.6 2.1
O -0.480171 2.046231 1.644719 2.3 -5.5 -4.7
O 0.682768 -1.624305 -1.629127 -0.3 1.5 2.1
Cl -2.181288 -0.514293 -0.313032 -0.9 -0.3 -0.1
H 1.754182 1.259845 -0.672274 0.5 0.3 -1.0
H -0.630454 -1.278353 1.327622 0.6 1.3 -2.1

9
Properties=species:S:1:pos:R:3:forces:R:3 method="wB97M-V/def2-TZVPD" de_lowest_ev=0.000 spin_multiplicity=3 homo_lumo_gap_ev="4.71 / 5.52" charge=-1
C -2.510353 0.112182 0.096692 1.1 -2.5 -0.9
C -1.214062 -0.750494 -0.051038 -4.9 0.3 1.8
C -3.748119 -0.448853 0.018503 2.2 2.8 0.3
C 0.116682 -0.369731 -0.143764 -0.7 0.5 -0.3
O -1.505450 -1.937017 0.174277 0.9 -1.2 -0.5
O -4.661306 -1.177855 -0.124264 -1.6 -2.3 -0.2
Cl -2.571700 1.861716 0.057700 0.8 1.7 0.0
H 0.758290 -1.196517 -0.081889 1.3 -0.5 0.0
H 0.315028 0.649107 -0.241318 1.0 1.4 -0.1

10
Properties=species:S:1:pos:R:3:forces:R:3 method="wB97M-V/def2-TZVPD" de_lowest_ev=1.634 spin_multiplicity=1 homo_lumo_gap_ev=7.46 charge=-1
C 1.352443 0.564200 -0.184362 -2.1 -4.7 -0.9
C 0.060944 0.432278 0.162409 2.7 -1.5 -0.1
C -1.025640 1.061038 0.656899 0.4 0.1 0.4
C -0.195936 -1.839064 -0.165099 0.7 1.0 -2.0
O 0.137057 -1.787640 -1.282205 0.1 -0.2 -1.3
O -1.465003 1.282426 1.753778 -0.4 0.2 0.6
O -0.480875 -2.326614 0.830181 -1.0 -1.0 3.0
Cl -2.037845 1.440642 -0.800034 -1.2 0.6 -1.0
H 1.955811 -0.321428 -0.706026 -1.3 2.0 1.4
H 1.699043 1.494162 -0.265544 2.1 3.7 -0.2

10
Properties=species:S:1:pos:R:3:forces:R:3 method="wB97M-V/def2-TZVPD" de_lowest_ev=0.000 spin_multiplicity=9 homo_lumo_gap_ev="3.93 / 6.42"
C 1.450419 0.774497 -0.140914 -3.4 -0.6 -0.6
C 0.259000 1.263366 -0.288164 1.8 1.8 0.5
O 2.138241 -0.218335 -0.085968 1.9 -0.6 0.4
Li 1.789467 -2.073620 -0.151406 -0.8 1.1 -0.1
H -0.021681 2.231500 -0.699007 0.1 -0.3 -0.1
C -0.689268 -1.016529 -0.726097 -0.5 -2.6 1.2
C -1.216071 -1.172617 0.456437 0.8 3.6 -1.8
O -1.475252 -0.339505 1.395794 -0.3 -2.0 0.6
Eu -1.323202 1.861296 1.985424 0.4 -0.4 -0.4
H -0.911653 -1.310053 -1.746099 0.1 0.0 0.3

34
Properties=species:S:1:pos:R:3:forces:R:3 method="wB97M-V/def2-TZVPD" spin_multiplicity=2 homo_lumo_gap_ev="9.50 / 4.33"
Li 0.081820 0.122702 0.571691 -0.8 1.2 0.0
C -0.732436 -2.555397 -0.940042 -1.3 -1.3 -0.9
F -1.636621 -2.619738 0.075906 1.0 0.4 -1.3
F -1.037451 -3.537842 -1.877161 1.1 1.3 2.4
F -0.737589 -1.432726 -1.601116 -0.5 0.3 0.6
S 1.013884 -2.745269 -0.219498 0.6 -4.8 -3.2
O 1.032140 -4.104706 0.371618 -0.5 3.7 -0.5
O 1.897172 -2.528329 -1.331881 -0.6 0.7 1.4
N 1.218961 -1.351941 0.861868 -1.1 -1.6 -2.4
S 1.692884 -2.076151 2.140320 2.2 -0.4 5.3
O 0.592464 -2.763359 2.810851 1.1 1.2 -0.9
O 2.919984 -2.800606 1.862173 -1.1 1.0 0.4
C 2.195367 -0.459679 3.257624 -0.4 1.0 1.7
F 3.470489 -0.595429 3.681902 -1.4 0.2 -1.4
F 1.949595 0.731066 2.642874 1.1 -1.6 -0.7
F 1.445910 -0.329628 4.370322 0.2 -1.4 -0.7
C 1.734349 2.773317 -1.385031 -0.9 -0.3 0.8
F 2.696897 2.865356 -2.264712 0.5 -0.5 0.0
F 2.222137 2.379739 -0.155104 -0.5 0.0 -1.4
F 1.200746 3.962211 -1.244571 -0.3 0.3 0.3
S 0.416300 1.551811 -2.079778 0.2 -0.4 -2.4
O -0.095105 2.199304 -3.306323 0.9 -1.3 3.0
O 1.175466 0.312561 -2.297903 -1.1 1.5 1.3
N -0.711216 1.284659 -0.764393 3.6 -0.1 -2.3
S -1.933599 2.245240 -0.844817 -3.3 3.0 -0.1
O -2.524167 2.339082 0.503164 0.9 -0.5 -1.9
O -1.730212 3.472763 -1.631931 -0.4 -2.2 1.8
C -3.189572 1.199682 -1.898730 -0.1 2.9 1.2
F -4.401306 1.858163 -1.755994 1.5 -0.8 -1.0
F -2.782693 1.034890 -3.133120 -0.3 0.9 -0.7
F -3.322214 0.019890 -1.416993 -0.4 -2.2 1.5
O -1.035942 -0.095001 2.145569 0.4 -0.2 -0.1
H -1.398149 -0.920051 2.468554 0.0 -0.4 0.1
H -1.688293 0.563416 2.384662 -0.3 0.6 -0.2

11
Properties=species:S:1:pos:R:3:forces:R:3 method="wB97M-V/def2-TZVPD" de_lowest_ev=0.421 spin_multiplicity=1 homo_lumo_gap_ev=8.86
C 0.938052 -0.139638 -0.811603 1.3 0.8 -1.1
C -0.378992 -0.596574 -0.478310 -2.8 -1.4 1.6
C 0.848346 1.144282 -1.637946 -0.1 -0.7 -1.4
C -1.428336 -0.817175 -1.300230 1.9 -0.6 0.1
O 1.498157 1.475705 -2.564109 0.3 0.2 0.4
F -0.236065 1.872694 -1.282835 0.4 0.2 0.3
F -2.593420 -1.103292 -0.751491 -0.4 -0.1 -0.4
I 2.392507 -1.625732 -1.667900 -0.9 0.9 0.4
I -1.230142 -1.200725 -3.420316 -0.4 0.5 1.4
H 1.442132 0.177861 0.073390 0.5 -0.1 0.7
H -0.620929 -0.737665 0.644753 0.3 0.4 -2.0

9
Properties=species:S:1:pos:R:3:forces:R:3 method="wB97M-V/def2-TZVPD" de_lowest_ev=6.126 spin_multiplicity=1 homo_lumo_gap_ev="8.51 / 8.51"
C -1.946008 1.372643 -1.929152 -0.2 0.4 -0.3
C -1.592725 0.799338 -0.854488 0.9 -2.5 1.7
C 0.507864 -0.037436 0.295692 2.4 3.7 0.3
C -0.987760 -0.171830 -0.106400 1.0 1.0 -1.3
O 0.933980 -0.906031 1.167785 -0.5 -1.2 -0.1
F -1.543221 -1.257411 0.391192 0.0 0.8 -0.5
F 2.008570 -0.053179 -0.872043 -3.2 -0.1 1.6
H 0.729303 1.091740 0.591376 -0.4 -2.3 -1.3
H 1.890000 -0.837836 1.316036 -0.1 0.4 -0.2